No. 1
Molecular formula: C22H27Cl9MoO3Si3
Method: DFT, ωB97M-V/def2-TZVPD

Geometry as XYZ:
```
65
Properties=species:S:1:pos:R:3:forces:R:3:mulliken_spin:R:1
Mo -0.5795 -0.4018 -0.2697 -0.1 0.2 -0.2 1.3310
C 1.9093 0.5630 -2.7178 0.0 0.0 0.0 0.0010
O 1.4622 0.0268 -1.4742 0.0 0.0 0.0 -0.0135
Si 2.2347 -1.1573 -0.5446 0.0 0.1 0.1 0.0292
C 4.0566 -0.8965 -0.2743 0.0 0.1 0.0 0.0099
C 2.0684 -2.7094 -1.5731 0.0 0.0 0.0 -0.0008
C 1.0828 -0.9453 0.9099 0.0 0.0 0.1 -0.0060
Si 1.6496 0.4301 2.0962 0.0 0.0 0.0 -0.0083
C 0.2241 1.0762 3.1257 0.0 0.0 0.0 0.0120
C 2.3485 1.9205 1.1978 0.2 0.0 0.0 0.0012
C 2.9646 -0.2582 3.2448 0.0 0.0 0.0 0.0008
Si 0.5928 -2.5686 1.7095 0.0 0.1 0.0 -0.0082
C -0.2921 -2.3665 3.3424 0.0 0.0 0.0 0.0032
C 2.0707 -3.6782 2.0281 0.0 0.0 0.0 0.0018
C -0.5535 -3.4190 0.4605 0.0 0.0 0.0 0.0218
H 2.9973 0.6500 -2.7145 0.0 0.0 0.0 -0.0004
H 1.4769 1.5530 -2.8395 0.0 0.0 0.0 0.0007
H 1.5948 -0.0735 -3.5457 0.0 0.0 0.0 0.0006
H 4.5837 -0.8730 -1.2312 0.0 0.0 0.0 0.0000
H 4.4339 -1.7656 0.2729 0.0 0.0 0.0 0.0003
H 4.3212 -0.0029 0.2923 0.0 -0.1 -0.1 -0.0004
H 2.7202 -2.6005 -2.4454 0.0 0.0 0.0 -0.0001
H 1.0511 -2.8450 -1.9468 0.0 0.0 0.0 -0.0027
H 2.3708 -3.6215 -1.0589 0.0 0.0 0.0 0.0002
H -0.5565 1.5209 2.5026 0.0 0.0 0.0 -0.0066
H 0.5983 1.8659 3.7834 0.0 0.0 0.0 0.0006
H -0.2376 0.3173 3.7537 0.0 0.0 0.0 0.0001
H 1.5867 2.4095 0.5943 -0.1 0.0 0.0 -0.0006
H 3.2079 1.7122 0.5542 -0.1 0.0 0.1 -0.0004
H 2.6775 2.6359 1.9574 0.0 0.0 0.0 0.0005
H 2.5726 -1.0512 3.8850 0.0 0.0 0.0 -0.0001
H 3.3322 0.5374 3.8975 0.0 0.0 0.0 -0.0002
H 3.8187 -0.6614 2.6974 0.0 0.0 0.0 -0.0003
H 0.3856 -2.0039 4.1179 0.0 0.0 0.0 0.0004
H -0.6668 -3.3421 3.6633 0.0 0.0 0.0 0.0006
H -1.1427 -1.6886 3.2890 0.0 0.0 0.0 0.0005
H 2.7232 -3.2366 2.7839 0.0 0.0 0.0 0.0000
H 2.6714 -3.8690 1.1375 0.0 0.0 0.0 -0.0006
H 1.7326 -4.6459 2.4078 0.0 0.0 0.0 0.0000
H -1.2525 -2.7706 -0.0950 0.0 0.0 0.0 -0.0160
H -1.2135 -4.1148 0.9847 0.0 0.0 0.0 -0.0014
H 0.0125 -3.9835 -0.2795 0.0 0.0 0.0 0.0046
Cl -6.0023 4.1158 -2.6974 -0.1 -0.1 -0.1 0.0330
C -4.1836 1.4043 -2.3228 0.1 -0.3 -0.1 0.7197
C -3.5703 3.7049 -0.4538 -0.8 -0.1 2.3 0.0586
Cl -4.0846 5.2593 -0.6033 0.0 0.5 -0.1 0.0105
C -2.2307 3.3071 -0.4774 1.3 -1.2 -0.5 -0.0265
Cl -1.0223 4.5244 -0.3113 0.0 0.1 0.0 0.0027
C -1.7768 1.9820 -0.4186 -0.7 1.2 0.0 -0.0779
O -0.5504 1.7017 -0.1750 0.5 -0.6 0.0 0.0130
C -2.0758 -0.0127 -2.1505 0.1 0.0 0.0 -0.0385
O -1.4455 -1.1320 -1.9763 0.1 0.0 0.0 -0.0046
C -3.4532 0.2928 -1.6577 0.1 -0.1 0.0 0.2277
Cl -4.4314 -1.1628 -1.3551 -0.1 0.0 -0.1 0.0870
Cl -1.3932 1.1279 -3.2841 0.0 0.0 0.0 0.0089
C -2.5185 0.6903 -0.5395 0.1 0.2 0.0 -0.1226
C -2.2732 -0.2630 0.5748 -0.2 0.0 0.2 -0.2056
C -3.3718 -0.6006 1.4663 0.1 0.2 0.0 0.0634
Cl -3.5288 -2.2775 1.8617 0.0 0.2 0.0 0.0006
C -4.2448 0.3083 1.9562 -0.1 -0.5 -0.3 -0.0818
Cl -5.5624 -0.1622 2.9660 0.1 0.0 -0.1 -0.0142
C -4.0972 1.7625 1.8389 0.2 0.5 1.0 0.0101
Cl -3.5134 2.4404 3.3667 0.0 0.0 -0.1 -0.0091
C -4.3772 2.7113 0.9614 0.9 0.0 -1.0 0.0076
Cl -4.8044 2.4428 -0.7774 -1.4 -0.1 -1.1 -0.0165
```
Positions in Å, forces in eV/Å.

As for the charge: 0. The calculation puts the molar mass at 838.7 g/mol. The calculation puts the energy at -167573.9212 eV. The max |F| is 2.5 eV/A. The spin multiplicity is 3.


No. 2
Molecular formula: C22H27N3O2
Method: DFT, ωB97M-V/def2-TZVPD

Geometry as XYZ:
```
54
Properties=species:S:1:pos:R:3:forces:R:3:mulliken_charge:R:1
C 0.1601 4.7209 -4.4837 -0.1 -0.4 -0.2 -1.1607
C 0.2240 3.6960 -5.6071 0.2 0.5 0.0 -0.0572
O -0.5261 2.5113 -5.3350 -0.1 -0.4 0.3 -0.5211
C -0.0438 1.7175 -4.3471 0.1 0.1 0.0 -0.5985
C -0.2784 1.6844 -2.9695 0.3 -0.4 -0.2 1.1330
C -1.0553 2.4184 -2.0563 -0.1 0.1 0.2 -0.5481
C -1.0215 2.0484 -0.7444 -0.2 0.3 -0.1 -0.8554
C -0.2287 0.9648 -0.2879 0.2 -0.3 -0.4 1.3740
C -0.2978 0.6542 1.1701 0.3 0.0 0.0 0.5330
O -1.2942 0.8678 1.8374 -0.3 0.1 0.0 -0.6715
N 0.8405 0.1493 1.7006 0.3 -0.1 0.0 -0.1259
C 0.9238 -0.3120 3.0649 0.0 -0.2 0.3 -0.8176
C 1.0285 -1.8368 3.1586 -0.1 0.1 -0.2 -0.6551
C -0.1225 -2.5712 2.4700 0.0 0.1 0.1 -0.7705
C -1.4960 -2.2821 3.0900 0.1 -0.1 -0.1 -0.8895
C -1.5269 -2.5937 4.5590 -0.1 0.0 0.0 0.2052
C -1.6416 -1.5820 5.5033 0.0 0.0 0.0 -0.0535
C -1.6440 -1.8729 6.8565 0.0 0.0 0.1 -0.7508
C -1.5310 -3.1837 7.2857 0.0 0.0 0.1 -0.3696
C -1.4240 -4.2019 6.3532 0.0 -0.1 0.0 -0.6461
C -1.4235 -3.9076 5.0021 0.0 0.0 0.0 -0.2695
C 0.5179 0.2135 -1.1626 -0.1 0.1 0.5 -0.1123
C 0.4976 0.5676 -2.5200 -0.3 0.7 -0.9 -1.1814
N 1.1314 -0.0123 -3.5448 0.5 -0.7 0.3 -1.2827
N 0.7952 0.6915 -4.6183 -0.6 0.5 0.3 0.9934
C 1.3015 0.3129 -5.9130 0.4 -0.1 -0.4 -0.5280
C 2.7969 0.5944 -6.0196 -0.2 0.0 0.0 -1.0892
H 0.6061 4.3227 -3.5748 0.0 0.0 0.1 0.3611
H -0.8736 4.9866 -4.2786 -0.1 0.1 0.0 0.2511
H 0.7022 5.6154 -4.7782 0.1 0.1 0.0 0.4103
H 1.2699 3.4343 -5.8178 -0.1 0.0 0.0 0.0938
H -0.2307 4.0950 -6.5167 0.1 0.0 0.1 0.3782
H -1.6669 3.2401 -2.3961 -0.1 0.1 0.0 0.4755
H -1.6100 2.5704 -0.0055 -0.1 0.0 0.0 0.4575
H 1.6313 -0.0215 1.1009 -0.1 0.1 0.0 0.2002
H 0.0216 0.0399 3.5659 0.1 0.0 0.0 0.3291
H 1.7949 0.1435 3.5483 -0.1 0.0 0.0 0.3171
H 1.0554 -2.1122 4.2144 0.1 0.0 0.0 0.3598
H 1.9706 -2.1566 2.7037 0.1 0.0 0.1 0.4188
H -0.1540 -2.2932 1.4138 0.0 -0.1 0.0 0.3567
H 0.0793 -3.6435 2.5248 0.0 0.0 -0.1 0.4919
H -2.2368 -2.8985 2.5735 0.0 0.1 0.0 0.4487
H -1.7605 -1.2379 2.9220 -0.1 0.0 0.0 0.3529
H -1.7396 -0.5571 5.1751 0.0 0.1 -0.1 0.4090
H -1.7352 -1.0739 7.5782 0.0 0.1 0.1 0.3767
H -1.5314 -3.4125 8.3415 0.0 0.0 0.1 0.3774
H -1.3433 -5.2286 6.6809 0.0 -0.1 0.0 0.3735
H -1.3471 -4.7085 4.2799 0.0 -0.1 -0.1 0.3742
H 1.0859 -0.6525 -0.8581 0.1 -0.1 0.1 0.4263
H 1.1205 -0.7573 -6.0427 -0.1 0.1 0.0 0.3455
H 0.7361 0.8690 -6.6645 0.0 -0.1 0.1 0.3399
H 3.0015 1.6579 -5.9142 0.0 0.1 0.0 0.3008
H 3.3231 0.0599 -5.2330 0.1 0.0 0.0 0.3282
H 3.1683 0.2622 -6.9848 0.1 0.0 -0.1 0.3615
```
Positions in Å, forces in eV/Å.

As for the charge: 0. The calculation puts the molar mass at 365.5 g/mol. As for the SMILES: CCOc1c2ccc(C(=O)NCCCCc3ccccc3)cc2nn1CC. The calculation puts the energy at -31817.8935 eV. The max |F| is 1.2 eV/A.


No. 3
Molecular formula: C22H27N3O4S
Method: DFT, ωB97M-V/def2-TZVPD

Geometry as XYZ:
```
57
Properties=species:S:1:pos:R:3:forces:R:3:mulliken_charge:R:1
O 3.6434 -0.4377 2.0081 -1.8 0.7 -0.8 -0.6889
C 2.7554 -0.3860 1.1508 2.4 -2.8 -3.4 0.0712
N 2.8929 -1.0678 -0.0944 9.6 1.1 6.0 -0.0947
C 1.9965 -1.4772 -0.9630 -0.9 -4.4 -0.5 -0.7666
H 1.2140 -0.8828 -0.6498 -3.2 0.1 -0.6 1.0285
C 1.8917 -3.1253 -0.8875 -3.5 1.9 -5.5 -1.2906
N 3.1211 -3.9229 -1.0828 -6.6 0.0 -8.0 0.2435
C 3.5035 -3.9824 -2.6224 2.7 -2.7 8.4 1.1667
C 4.6107 -4.8604 -2.8513 -0.9 0.9 8.6 -0.7267
C 4.9167 -5.2141 -4.0022 2.2 -3.4 -8.3 -0.1329
C 4.1296 -4.8883 -5.3214 -1.5 3.7 12.1 -1.0387
C 3.1716 -3.9944 -5.0968 0.3 0.7 4.4 -0.6239
C 2.8577 -3.4864 -3.5519 -6.0 1.9 -10.3 -0.0636
H 1.7889 -3.0078 -3.5956 2.6 -0.5 0.6 0.1051
H 2.6012 -3.5356 -5.8266 -1.2 0.7 -1.4 0.4504
H 4.5054 -5.2160 -6.0844 3.5 -3.5 -8.6 0.6735
H 5.8062 -5.8890 -4.0193 -0.9 0.4 -0.8 0.2789
H 5.1190 -5.3668 -1.8654 -1.1 1.6 -2.7 0.1201
C 3.9674 -3.2926 -0.3470 8.1 -3.4 7.7 -0.8119
H 4.9555 -4.0063 -0.4612 -1.2 2.3 0.4 0.4859
C 4.3702 -1.8257 -0.3363 -8.0 -1.4 -1.5 -1.6079
H 4.9519 -1.7764 0.4562 3.1 1.4 3.2 0.6396
H 4.6087 -1.6386 -1.3325 1.2 1.2 -1.4 0.4524
H 3.6601 -3.8682 0.7479 1.0 2.7 -1.7 0.4209
H 1.0806 -3.2298 -1.9221 2.1 -0.6 3.7 0.1447
H 1.4382 -3.3013 0.0454 -0.7 -0.8 1.1 0.6342
H 2.4058 -1.1799 -1.8437 0.1 0.5 -3.6 0.4180
C 1.4485 0.2421 1.1113 0.3 -4.3 9.4 0.1589
C 0.7741 -0.1828 2.4077 -6.1 9.2 -7.5 -1.2095
C -0.4677 0.6157 2.6244 0.4 -1.0 -2.3 -0.6955
C -0.8392 1.6507 1.5386 1.4 -1.9 2.8 0.0520
C 0.0942 2.0155 0.5171 -5.0 -2.6 5.5 -1.0032
C 1.1241 1.2287 0.3472 3.8 1.8 -3.9 0.7200
H 1.9105 1.4989 -0.3867 -0.7 -0.1 0.1 0.3409
H -0.2483 2.7178 -0.0501 -1.2 4.4 -3.7 0.8933
S -2.5041 2.4505 1.7289 6.2 4.3 8.2 1.2777
O -2.2029 3.8936 1.1044 -2.4 -5.5 1.7 -0.6343
O -2.8245 2.2396 3.3589 0.9 1.2 -6.9 -0.7111
N -3.3449 1.4011 0.9456 -1.5 -4.2 2.4 -0.0446
H -3.9007 0.7182 1.5308 1.7 0.9 0.2 0.3695
C -4.2325 1.9767 0.1149 2.8 -1.4 -8.2 -1.6015
H -3.5946 2.5725 -0.4508 0.8 2.5 -1.1 0.7032
H -4.2624 1.2239 -0.8155 -1.6 1.1 2.0 0.3711
C -5.3677 2.5568 0.6383 -7.1 4.3 -1.4 0.1988
H -6.0328 1.7097 0.6695 -1.1 -0.1 1.8 0.3882
C -6.2389 3.6825 -0.3387 1.6 -5.5 -1.9 -0.8072
H -7.1470 3.2179 -0.6383 -0.6 -0.4 -0.5 0.4195
H -5.5730 3.8219 -1.1280 0.8 -0.2 -2.2 0.3450
C -6.3374 4.9215 0.2820 -4.1 -6.1 12.3 -0.6185
H -6.1444 5.6166 -0.2638 1.3 8.7 -6.1 0.5362
C -5.2489 4.7086 1.4014 -2.9 4.4 0.3 -0.4047
H -5.4506 5.2228 2.3432 -0.4 0.4 -0.1 0.3567
O -5.3385 3.4567 1.6946 0.8 -7.5 3.6 -0.4018
H -4.2944 4.9619 1.2147 3.4 1.3 -1.7 0.2952
H -7.3963 4.8663 1.0223 2.7 1.1 -2.6 0.1590
H -1.2438 0.3017 3.4284 1.6 1.1 -1.4 0.2935
H 1.1432 -0.7639 3.0649 2.7 -4.3 4.3 0.7661
```
Positions in Å, forces in eV/Å.

As for the charge: 0. The calculation puts the molar mass at 429.5 g/mol. The calculation puts the energy at -46727.7423 eV. The max |F| is 14.3 eV/A.